A cluster of 14 separate species, C50H116BN2O34 in total, computed with ωB97M-V/def2-TZVPD.

```
203
Properties=species:S:1:pos:R:3
O 21.4213 29.7889 3.9285
O 14.3481 30.9467 15.4229
O 17.2302 30.7335 15.6527
O 15.2210 25.6719 6.9133
O 15.1716 20.6877 10.9470
O 14.0262 21.4934 5.2964
O 15.6154 30.1213 6.2909
O 12.3662 22.4321 7.7290
O 21.6271 26.9520 3.4145
O 17.8948 26.7504 6.3216
O 16.3548 32.9630 14.1921
O 11.4256 25.5199 1.2273
O 13.4193 26.6394 3.0543
O 19.6843 25.4158 14.2417
O 14.0096 33.3492 16.6316
O 16.0312 29.0946 9.5646
O 17.0043 27.2800 10.6598
O 17.6099 27.7252 8.3044
O 17.9831 23.4837 8.9325
O 13.3741 26.6151 14.6223
O 16.5429 23.1209 3.5531
O 16.3297 32.0936 6.7271
O 17.2272 25.3484 15.8915
O 19.3889 21.9620 6.6960
O 15.4867 26.8667 8.8231
O 14.3976 23.4908 11.8652
O 13.9759 33.7014 9.9550
O 17.4613 33.3174 16.4991
O 12.0738 28.3877 12.7322
O 16.5568 27.9576 12.7836
O 15.3008 30.2515 11.3334
O 16.9148 25.4682 1.7707
O 15.6359 31.1673 17.8116
O 12.0630 33.8291 9.0051
N 13.0221 33.2006 9.4075
N 16.5016 30.9087 6.5243
C 12.8424 32.7824 16.1202
C 12.8074 25.5394 0.9687
C 18.3139 22.1135 8.9780
C 22.0983 26.0814 4.4080
C 16.1572 24.4468 3.8442
C 18.1198 33.4757 17.7274
C 18.1996 33.9067 15.4306
C 15.6208 32.8934 12.9799
C 13.5376 26.7072 1.6562
C 17.9232 30.5042 6.4106
C 14.1442 22.8615 10.6240
C 14.2849 29.7315 14.7035
C 17.3149 33.9910 14.1815
C 14.8122 31.2187 18.9605
C 18.3948 21.5089 7.5842
C 14.0659 22.7183 6.0124
C 13.0441 31.2682 15.8755
C 17.2533 26.9312 7.3155
C 14.4944 24.8871 11.8206
C 13.6582 25.8907 15.7949
C 15.9778 22.5400 2.3634
C 17.1134 25.4245 3.1716
C 20.5657 28.8515 4.5130
C 12.0173 26.9671 12.6776
C 16.3348 24.5974 15.1140
C 11.0818 22.6517 8.2400
C 17.6899 30.1745 16.8499
C 12.2252 28.9109 11.4130
C 15.8688 29.3157 10.8560
C 18.0132 26.0273 1.1001
C 13.7988 34.6596 17.0986
C 20.3833 27.5662 3.7022
C 14.2293 27.5627 3.7492
C 17.7572 26.5059 15.2904
C 20.8317 30.5359 2.8999
C 13.9369 21.3830 10.8280
C 18.0370 30.3537 14.5711
C 16.5026 28.0666 11.6039
C 11.1058 24.9053 2.4737
C 17.7927 24.0662 10.1996
C 19.3348 23.3485 6.4053
C 15.7800 20.7752 12.2251
C 12.1216 26.2965 14.0214
C 16.5657 30.1253 17.9336
C 12.8928 31.7127 9.3664
C 12.7139 23.1503 6.5612
C 18.5527 26.2161 14.0267
C 15.8328 26.4088 7.6237
C 20.7101 25.5073 13.2958
C 13.7055 20.3669 6.0805
B 16.5694 27.7442 9.3305
H 17.0922 26.4382 3.5918
H 17.4416 21.5746 7.0428
H 14.1078 30.3801 18.9726
H 12.9439 35.1471 16.6191
H 12.6914 20.4316 6.4835
H 13.8602 31.2273 9.4205
H 11.9762 32.8708 16.7857
H 11.9008 23.2102 5.8266
H 10.7772 23.6862 8.0312
H 16.8730 24.2242 14.2356
H 18.3897 26.9258 1.5942
H 16.6543 20.1366 12.3156
H 21.3075 25.3550 4.6289
H 14.9447 22.3278 2.6530
H 15.1409 24.7412 3.5584
H 15.0425 33.8123 12.8197
H 11.3717 26.7347 14.6893
H 13.0333 27.6134 1.2966
H 16.9319 27.1905 15.0739
H 13.8204 28.5818 3.7593
H 14.6307 26.1946 16.1779
H 18.6549 24.0593 10.8735
H 16.3788 24.4951 4.9113
H 15.3976 31.0922 19.8825
H 18.3666 34.9674 15.6625
H 17.6729 30.7852 13.6412
H 14.8661 23.0663 9.8304
H 11.1910 25.5331 3.3572
H 14.7159 35.2200 16.9230
H 17.0081 23.5040 10.7248
H 16.7996 34.9605 14.1419
H 13.7607 19.5232 5.3947
H 12.9909 28.4230 10.8050
H 20.0318 31.1845 3.2741
H 19.5166 23.8865 7.3400
H 12.8378 25.7804 -0.1003
H 17.9008 33.9908 13.2510
H 11.6486 23.9637 2.5887
H 20.5307 29.9155 2.0529
H 16.0995 29.1399 17.7853
H 12.8556 26.6260 12.0590
H 18.8432 25.3128 1.0273
H 19.1744 33.1876 17.6623
H 11.1100 22.6466 9.3354
H 15.0482 20.4425 12.9718
H 19.9730 27.7773 2.7127
H 14.8375 32.1445 13.0734
H 21.5919 24.9389 13.5744
H 19.1377 33.3510 15.3558
H 18.4107 26.9748 16.0232
H 18.1275 25.0513 3.3771
H 20.8701 28.5821 5.5260
H 17.0442 30.0796 18.9211
H 17.5568 32.9267 18.4789
H 16.3061 32.6403 12.1703
H 16.0156 21.8116 12.4737
H 16.5073 21.5926 2.2750
H 17.9904 29.1315 16.6828
H 11.0806 26.6949 12.1756
H 13.3400 24.5957 1.1307
H 21.5429 31.2539 2.4857
H 14.3969 20.2511 6.9220
H 14.5866 23.5582 5.5622
H 14.5835 26.7293 1.3294
H 13.1543 23.1908 10.2706
H 18.1469 34.4928 18.1503
H 12.8601 25.9493 16.5404
H 13.5491 29.7928 13.8966
H 15.4726 25.3062 11.5601
H 12.2708 31.5239 8.4969
H 17.9684 25.7488 13.2210
H 17.4249 25.0832 10.0901
H 14.3576 32.2056 18.9760
H 12.2672 30.8973 15.1991
H 12.8901 30.7817 16.8487
H 15.5139 25.2059 14.7102
H 13.2090 21.1481 11.6120
H 19.5673 29.2790 4.6684
H 10.0530 24.6121 2.4128
H 13.4556 20.9877 9.9301
H 18.8796 27.1654 13.5735
H 22.4031 26.5573 5.3488
H 17.4907 21.6665 9.5537
H 18.0297 29.4259 6.4743
H 13.8108 24.8461 15.4807
H 10.4123 21.8606 7.8898
H 15.2384 29.5889 14.1967
H 16.1170 23.1599 1.4809
H 17.8113 26.2460 0.0512
H 12.5946 33.1999 15.1360
H 13.5945 34.7140 18.1769
H 12.4939 29.9409 11.6241
H 20.3392 25.1376 12.3316
H 21.0095 26.5458 13.1112
H 13.8128 25.3117 11.0724
H 14.7100 22.5264 6.8833
H 14.0977 28.8652 15.3456
H 14.3444 27.3399 4.8072
H 14.2436 25.3297 12.7850
H 20.0895 23.6600 5.6892
H 18.5606 30.7199 17.2384
H 11.9927 25.2222 13.8631
H 11.2917 28.8304 10.8468
H 18.2146 29.2794 14.5231
H 12.8197 24.1979 6.8880
H 15.1833 27.6413 3.2220
H 12.2732 31.4668 10.2252
H 18.5206 20.4377 7.7573
H 19.6827 26.8789 4.1876
H 15.9279 23.8372 15.7748
H 18.3373 23.6700 6.0889
H 18.3419 30.9169 5.4971
H 19.2733 21.8860 9.4642
H 19.0521 30.7879 14.6333
H 22.9931 25.5764 4.0449
H 18.4802 30.9658 7.2217
```

Charge = -1
Electronic energy = -4666.797233 a.u.
HOMO = -6.75 eV

Löwdin population analysis, charges in e, atoms 1 to 8: atom 1 (O): -0.158, atom 2 (O): -0.179, atom 3 (O): -0.172, atom 4 (O): 0.154, atom 5 (O): -0.190, atom 6 (O): -0.182, atom 7 (O): 0.077, atom 8 (O): -0.232



A cluster of 15 separate species, C50H118Cl18N12O19P4 in total, computed with ωB97M-V/def2-TZVPD.

```
221
Properties=species:S:1:pos:R:3
Cl -0.8856 7.7247 -2.1969
Cl -0.0342 5.3754 -6.6063
Cl -0.2636 0.0876 0.1044
Cl -4.3221 -1.6813 -0.6099
Cl -1.6978 3.2842 2.2056
Cl 2.8360 5.7865 -6.2988
Cl 0.9806 1.5795 -2.1599
Cl -3.3508 0.1418 1.5115
Cl -6.0417 1.8004 -8.6892
Cl 1.5580 3.4963 -5.0906
Cl -5.9441 -1.1148 1.7716
Cl -3.4945 2.9817 -8.1749
Cl 1.1303 2.6157 0.4339
Cl -0.6149 3.6211 4.9850
Cl -1.1057 4.9744 -1.1752
Cl 1.4247 5.8509 -2.1941
Cl -3.5497 0.3063 -9.2387
Cl -0.6820 5.8580 3.1493
P -0.5279 -2.8290 -6.0933
P 4.8401 -3.9439 2.2280
P 2.6899 -1.2878 7.1033
P -4.8006 2.0997 -4.2224
O 4.4568 0.1196 -0.7492
O -1.7184 -5.0335 -0.4189
O 4.9640 -2.7319 3.1224
O -4.0239 -0.2340 5.1533
O -4.7550 4.4313 2.3049
O -3.0638 -1.9976 6.1929
O 3.2510 -2.6350 7.2558
O -4.5838 1.2095 -5.3743
O 6.6745 -0.4912 -0.5574
O 3.7464 6.2891 3.2097
O -0.7490 -3.5549 -1.6053
O -5.4086 2.8080 0.8790
O 5.3546 -0.0380 1.2467
O -3.6135 -1.8927 3.9929
O 0.4872 -5.3223 -0.9090
O -0.2825 -4.0047 -5.1917
O 4.5800 4.3089 2.5615
O -4.5265 4.6916 0.1373
O 2.3567 4.8004 2.4287
N 3.8460 -3.5316 0.9659
N -1.6707 -3.1708 -7.1657
N 6.2009 -4.5584 1.5863
N 1.0165 -1.3724 7.0324
N -5.2359 3.6061 -4.6787
N 4.2171 -5.2477 3.0445
N -1.0367 -1.4680 -5.2790
N -3.5606 2.2998 -3.1287
N 3.2134 -0.4390 5.7649
N -6.0925 1.4987 -3.4298
N 3.1994 -0.3387 8.3786
N 0.8074 -2.4375 -7.0030
C -3.5114 -1.4425 5.2395
C 2.5679 -0.6117 4.5482
C -4.3441 6.7123 -1.0367
C -6.4605 0.1215 -3.5860
C -4.9319 3.8814 1.0629
C -0.3097 -0.2237 -5.3103
C 3.3693 -6.2477 2.4207
C 3.8138 -0.9219 9.5742
C 1.5383 4.6112 -6.4566
C 4.2817 3.0015 1.8972
C -4.7002 3.5022 3.3643
C -4.0339 6.0412 0.3147
C 3.6197 -4.8814 4.3033
C 3.7129 -4.1888 -0.3162
C -1.5916 -2.7637 2.8883
C -4.3999 1.5069 -8.2694
C -3.9629 0.6313 6.2949
C 4.5468 0.1958 -2.1906
C 3.4981 5.0815 2.7452
C -0.5283 -4.7056 -0.9781
C -3.0692 -6.4677 0.9030
C 0.3188 -2.7233 -2.1153
C 0.4609 -2.4701 7.8481
C 0.7214 -1.8512 -8.3687
C -0.0590 6.3713 -1.4605
C -4.6966 4.8383 -4.1921
C -2.2392 2.6709 -3.6698
C -2.1989 -1.4635 -4.3866
C -3.5192 1.4956 -1.9194
C -4.7836 -0.4477 0.5931
C 2.2115 -2.5063 -6.5073
C -6.8422 2.2791 -2.4971
C 5.6016 -0.1788 -0.1259
C 2.7696 0.9917 8.4054
C 6.9193 -3.8169 0.5915
C 4.0728 -1.0494 -2.9440
C 2.7902 7.8205 1.5814
C -2.8385 -3.0992 3.5664
C 1.0843 1.1122 -0.4849
C 0.0833 -0.2946 7.0847
C -6.3839 3.7600 -5.5414
C -2.7131 -2.2402 -7.5609
C 6.4762 -0.4354 2.1039
C 2.6625 -2.7202 1.3553
C 2.6981 7.2975 2.9448
C 7.0034 -5.7279 2.0350
C -0.5149 4.1114 3.2618
C 4.6367 -0.2585 5.6744
C -1.8183 -4.5267 -7.5894
C -1.7274 -6.2041 0.3392
H -3.0227 -7.4237 1.4416
H 4.9294 0.5278 4.9558
H 3.7123 3.2079 0.9388
H -3.8364 -6.5640 0.1842
H 3.6776 2.3914 2.4982
H 7.7468 -3.1963 0.9995
H 2.8373 8.0068 3.6935
H 0.2770 6.6170 -0.4745
H -3.5725 -3.5218 2.8503
H -7.1460 0.0031 -4.3974
H 5.1881 2.4332 1.7815
H -4.2202 2.5291 3.1289
H -5.3159 0.4197 0.1692
H 6.2174 -3.1499 0.1555
H -4.2744 0.7279 -1.9108
H 7.2515 -0.9157 1.5555
H 2.3954 -5.7850 2.1591
H 8.1062 -5.5726 2.0322
H 2.6296 -3.4696 -6.6690
H 6.1216 -0.9542 2.9730
H 1.1204 -3.3171 7.8525
H -7.2850 3.8521 -4.8560
H 0.9263 -3.3131 -2.8428
H 0.5119 3.8209 2.9694
H 2.1260 1.2089 7.5414
H -3.8772 7.6989 -1.0213
H 1.5675 -0.9596 4.6073
H 3.0696 -1.2320 10.3003
H -4.1649 5.3660 -5.0472
H -0.9814 -0.7691 7.0244
H -3.0433 -0.8710 -4.8003
H 1.7628 3.9945 -7.3382
H -3.6678 -2.5045 -7.1510
H -3.0110 1.1548 6.3346
H 3.6929 8.3741 1.4585
H -4.4504 6.5422 1.1788
H 0.6765 -0.3013 -5.7996
H 1.9306 8.3825 1.2198
H -7.8314 2.3255 -2.9038
H -6.4673 2.8176 -6.1324
H 3.6715 -5.7239 5.0029
H 4.4692 -1.8927 -2.4721
H -2.7498 -4.9252 -7.2489
H -2.3247 2.9461 -4.7137
H 3.2420 -7.0456 3.1873
H -0.4993 -2.6839 7.4363
H -5.7211 3.2589 3.6757
H 5.5951 0.3530 -2.4339
H 1.9716 0.4478 -0.3457
H 3.0183 -2.1405 2.1431
H -0.1419 0.1079 -4.2726
H 4.5531 -0.1302 9.8987
H 1.3188 -0.9289 -8.4017
H -3.4476 -5.6859 1.5648
H 1.3513 -2.3251 -9.0941
H -4.6581 1.3962 6.1292
H -5.4255 6.6084 -1.2916
H 4.9576 0.1475 6.6595
H -1.6553 3.4904 -3.1697
H 2.9420 -1.1388 -2.9414
H 2.5715 -4.6055 4.2182
H -5.5827 -0.4661 -3.7115
H -3.7594 6.1697 -1.7545
H -0.3473 -1.6050 -8.6909
H 0.2405 -2.2014 8.8913
H 0.1217 0.2360 8.0298
H 6.9219 0.5568 2.4117
H 4.4501 -4.9358 -0.4098
H -3.9839 0.0335 7.2510
H -2.8834 -2.1656 -8.6098
H -0.8336 0.5950 -5.9360
H -2.5297 -2.4407 -4.1268
H -0.3619 -2.0533 -2.6071
H 4.4602 -1.1029 -3.9615
H 4.1304 -4.0064 4.7683
H -6.8931 -0.1783 -2.6644
H 2.5066 0.3752 4.0420
H -6.3278 4.5612 -6.2913
H 5.1169 -1.1880 5.4833
H -4.1495 3.9686 4.2084
H -1.8521 -0.9427 -3.5158
H -6.4273 3.3487 -2.3769
H 1.7933 -3.3547 1.5225
H -2.9884 5.9365 0.4791
H 0.2160 0.3859 6.2670
H -1.0112 -5.1304 -7.2451
H -1.3862 -7.0878 -0.2031
H 2.8278 6.9386 0.9213
H -2.5479 1.0093 -1.8218
H -1.8762 -4.5242 -8.6696
H -4.0136 4.6794 -3.3849
H -5.5278 5.5188 -3.8921
H -0.7667 -2.4546 3.5449
H 1.7371 6.8365 3.1261
H 3.1373 -1.3384 3.8585
H -1.1968 -3.6402 2.4072
H 2.2587 -2.3231 -5.4689
H 2.7381 -4.6629 -0.4431
H -3.6781 2.1111 -1.0315
H -4.4401 1.1535 -7.2907
H 6.8210 -6.5205 1.4007
H -6.8780 1.8437 -1.4689
H 3.7132 -6.6456 1.4091
H -2.8147 -3.7367 4.4287
H -1.0158 -6.1019 1.1441
H 2.3828 -2.1225 0.4985
H 7.2682 -4.6011 -0.1119
H 2.1348 1.2520 9.2262
H 6.8962 -5.9336 3.0460
H 3.6195 1.7239 8.4647
H 0.8161 -2.2241 -1.3041
H -1.7032 1.7271 -3.6943
H -1.7615 -1.9880 2.1021
H 3.8140 -3.4442 -1.1342
H 4.4325 -1.7792 9.3491
H -2.5177 -1.2918 -7.0928
H 3.8654 1.0445 -2.4816
H 2.8146 -1.7825 -7.0204
```

Electronic energy = -13711.553590 a.u.
Relative energy (zero: lowest compared OMol25 entry of this formula, charge and spin) = 0.0000 eV
HOMO = -8.25 eV

Löwdin population analysis, charges in e, atoms 1 to 8: atom 1 (Cl): 0.591, atom 2 (Cl): 0.535, atom 3 (Cl): 0.545, atom 4 (Cl): 0.557, atom 5 (Cl): 0.567, atom 6 (Cl): 0.534, atom 7 (Cl): 0.574, atom 8 (Cl): 0.545